Record 1
{"formula": "CH5O2", "method": "ωB97M-V/def2-TZVPD", "mol_weight_da": 49.05, "total_charge": -1, "homo_energy_ev": -2.8, "species": ["O", "O", "C", "H", "H", "H", "H", "H"], "xyz": [[-0.483, 0.071, -0.627], [1.769, 0.901, 0.469], [-1.303, -0.986, 0.025], [-2.306, -0.567, 0.477], [1.412, 1.647, -0.057], [-0.740, -1.426, 0.996], [-1.798, -1.832, -0.528], [0.967, 0.311, 0.228]], "lowdin_charge": [-0.502, -0.200, -0.375, 0.026, 0.004, 0.056, 0.008, -0.017]}

Record 2
{"formula": "C18H24F3IN2O8", "method": "ωB97M-V/def2-TZVPD", "mol_weight_da": 580.29, "homo_energy_ev": -4.9, "species": ["I", "F", "F", "F", "O", "O", "O", "O", "O", "O", "O", "O", "N", "N", "C", "C", "C", "C", "C", "C", "C", "C", "C", "C", "C", "C", "C", "C", "C", "C", "C", "C", "H", "H", "H", "H", "H", "H", "H", "H", "H", "H", "H", "H", "H", "H", "H", "H", "H", "H", "H", "H", "H", "H", "H", "H"], "xyz": [[-0.005, 7.360, 1.601], [0.155, -6.859, -4.496], [-0.013, -5.504, -2.822], [-0.330, -4.784, -4.843], [2.375, -5.126, -5.421], [-0.314, -1.390, 5.098], [2.429, -4.291, -3.269], [0.596, -2.426, 3.342], [0.117, 5.669, 0.477], [1.184, 1.785, -0.757], [1.989, 4.931, 1.462], [0.459, -0.097, -1.732], [-1.230, 1.259, 2.628], [-2.036, 4.713, 1.971], [1.986, -5.334, -4.202], [-1.885, 2.413, 2.513], [0.087, 3.517, 1.695], [-1.990, 0.116, 3.176], [2.084, 1.106, 0.137], [0.447, -5.600, -4.107], [0.831, 4.727, 1.219], [-0.296, -1.742, 3.758], [0.041, 1.203, 2.267], [-1.259, 1.431, -1.225], [0.783, -2.455, -3.309], [0.725, 2.293, 1.788], [0.186, 0.970, -1.249], [2.192, -2.947, -3.607], [2.161, 2.027, 1.392], [-2.220, 0.298, -0.820], [-1.275, 3.555, 2.060], [-1.405, -1.256, 2.801], [-3.048, 0.161, 2.922], [0.764, -1.368, -3.268], [-1.816, -0.266, 0.024], [-2.410, -0.378, -1.655], [3.069, 1.018, -0.321], [-3.199, 0.705, -0.541], [-2.153, -2.051, 2.755], [-1.816, 5.252, 1.138], [-0.926, -1.191, 1.822], [-1.916, 0.202, 4.268], [0.566, 0.259, 2.365], [2.880, -2.374, -2.972], [-3.008, 4.436, 1.862], [2.480, -2.728, -4.640], [2.715, 2.911, 1.094], [2.395, -6.240, -3.693], [-1.410, 2.336, -0.621], [0.420, -2.852, -2.359], [-2.932, 2.465, 2.786], [1.708, 0.123, 0.430], [-0.127, -0.448, 5.191], [0.085, -2.755, -4.089], [-1.532, 1.714, -2.248], [2.642, 1.508, 2.227]], "lowdin_charge": [1.086, 0.107, 0.078, 0.104, -0.148, 0.081, -0.123, 0.159, -0.571, -0.010, 0.111, 0.130, -0.011, 0.119, -0.536, 0.027, 0.016, -0.077, -0.119, -0.550, -0.566, -0.482, 0.023, -0.125, -0.098, -0.104, -0.439, -0.290, -0.056, -0.067, -0.210, -0.053, 0.140, 0.033, 0.052, 0.093, 0.143, 0.076, 0.148, 0.050, 0.111, 0.135, 0.150, 0.101, 0.110, 0.110, 0.113, 0.137, 0.096, 0.072, 0.157, 0.127, 0.107, 0.061, 0.132, 0.142]}

Record 3
{"formula": "C22H44BiN3OP3Se", "method": "ωB97M-V/def2-TZVPD", "mol_weight_da": 747.48, "total_charge": 3, "homo_energy_ev": -15.3, "species": ["Bi", "Se", "P", "P", "P", "O", "N", "N", "N", "C", "C", "C", "C", "C", "C", "C", "C", "C", "C", "C", "C", "C", "C", "C", "C", "C", "C", "C", "C", "C", "C", "H", "H", "H", "H", "H", "H", "H", "H", "H", "H", "H", "H", "H", "H", "H", "H", "H", "H", "H", "H", "H", "H", "H", "H", "H", "H", "H", "H", "H", "H", "H", "H", "H", "H", "H", "H", "H", "H", "H", "H", "H", "H", "H", "H"], "xyz": [[1.148, -0.076, -0.936], [1.903, -0.676, -3.427], [1.764, -2.699, -0.568], [-1.361, -0.316, -2.358], [-0.815, -0.852, 1.281], [3.115, -0.010, 0.943], [1.742, 1.668, 1.719], [0.286, 3.335, 2.414], [3.831, 1.277, 2.684], [-2.218, 3.868, 0.109], [2.912, 0.927, 1.753], [1.929, 3.583, -5.497], [-2.126, 0.415, 1.491], [2.048, 1.097, -4.197], [1.481, 2.728, 2.545], [-2.588, -1.593, -1.890], [1.782, 3.506, -4.105], [-0.074, -0.831, 2.960], [2.452, 3.046, 3.490], [-1.756, -2.421, 1.432], [2.258, 1.182, -5.590], [5.063, 0.484, 2.734], [3.343, -3.138, -1.377], [3.614, 2.318, 3.550], [-2.344, 1.224, -2.268], [0.545, -3.884, -1.238], [2.077, -3.233, 1.147], [-1.276, -0.550, -4.173], [-1.130, 4.356, -0.509], [2.180, 2.416, -6.237], [1.895, 2.276, -3.449], [-0.324, -3.968, -0.572], [3.246, -3.125, -2.471], [1.826, 2.225, -2.356], [-1.015, 4.296, -1.596], [5.552, 0.468, 1.756], [-3.047, 3.429, -0.458], [-3.219, -1.243, -1.063], [5.720, 0.948, 3.470], [2.314, 2.466, -7.318], [-2.080, -2.521, -1.596], [-1.697, 2.095, -2.433], [1.586, 4.409, -3.521], [1.852, 4.546, -6.005], [0.205, -3.558, -2.230], [3.642, -4.142, -1.041], [2.457, 0.265, -6.147], [-3.047, 0.105, 0.977], [4.120, -2.419, -1.083], [-2.817, 1.323, -1.283], [-1.821, 1.392, 1.086], [0.110, 0.194, 3.306], [1.149, -3.521, 1.658], [-2.308, -2.394, 2.382], [-3.225, -1.805, -2.760], [4.857, -0.548, 3.038], [1.026, -4.869, -1.330], [-2.390, 3.977, 1.187], [-0.784, -1.313, 3.647], [2.566, -2.420, 1.701], [0.120, 4.147, 2.995], [2.284, 3.867, 4.177], [-0.618, 0.202, -4.625], [1.013, 1.249, 1.101], [-0.327, 4.881, 0.024], [-0.269, 3.300, 1.553], [0.868, -1.394, 2.974], [-2.467, -2.544, 0.607], [-1.073, -3.282, 1.448], [-2.341, 0.534, 2.562], [4.431, 2.490, 4.246], [2.757, -4.097, 1.116], [-0.872, -1.544, -4.405], [-3.118, 1.197, -3.049], [-2.291, -0.454, -4.587]], "lowdin_charge": [1.117, 0.590, 0.677, 0.697, 0.692, -0.101, 0.178, 0.236, -0.014, -0.081, -0.443, -0.050, -0.259, -0.615, -0.268, -0.246, -0.077, -0.263, 0.051, -0.251, -0.116, 0.043, -0.252, 0.078, -0.251, -0.218, -0.228, -0.280, -0.061, -0.043, -0.177, 0.037, 0.031, 0.028, 0.057, 0.119, 0.061, 0.042, 0.111, 0.125, 0.025, 0.038, 0.110, 0.121, 0.052, 0.075, 0.110, 0.052, 0.066, 0.022, -0.002, 0.037, 0.044, 0.071, 0.075, 0.117, 0.083, 0.066, 0.068, 0.032, 0.150, 0.146, 0.035, 0.014, 0.057, 0.068, 0.030, 0.029, 0.033, 0.067, 0.165, 0.077, 0.044, 0.077, 0.074]}

Record 4
{"formula": "C3H9NO2", "method": "ωB97M-V/def2-TZVPD", "smiles": "CCC(N)(O)O", "mol_weight_da": 91.11, "homo_energy_ev": -9.2, "species": ["O", "O", "N", "C", "C", "C", "H", "H", "H", "H", "H", "H", "H", "H", "H"], "xyz": [[0.320, 0.788, 1.648], [1.843, -0.687, 0.820], [1.072, 1.148, -0.449], [-1.581, -0.150, -0.698], [0.791, 0.164, 0.501], [-0.482, -0.920, -0.076], [2.655, -0.357, 0.411], [0.147, 1.722, -0.640], [0.033, -1.593, -0.758], [-2.151, 0.410, 0.039], [-2.229, -0.770, -1.311], [0.241, 0.125, 2.344], [-1.129, 0.799, -1.299], [-0.775, -1.434, 0.836], [1.245, 0.756, -1.367]], "lowdin_charge": [0.027, 0.028, 0.084, -0.143, -0.695, -0.153, 0.106, 0.126, 0.094, 0.068, 0.067, 0.107, 0.098, 0.094, 0.090]}

Record 5
{"formula": "C8H14ClN", "method": "ωB97M-V/def2-TZVPD", "smiles": "C=CC(C)(C)C.N=C=CCl", "mol_weight_da": 159.66, "homo_energy_ev": -8.6, "species": ["Cl", "N", "C", "C", "C", "C", "C", "C", "C", "C", "H", "H", "H", "H", "H", "H", "H", "H", "H", "H", "H", "H", "H", "H"], "xyz": [[-0.764, -2.987, 0.170], [-0.317, -2.240, 3.673], [0.081, -0.052, -2.021], [0.182, -1.961, 1.219], [-0.228, 2.181, -1.105], [-0.127, -1.942, 2.499], [2.090, 0.217, 0.404], [-1.548, 0.172, -0.219], [0.849, 0.619, 0.468], [-0.173, 0.673, -0.637], [0.185, -1.129, -2.046], [0.535, 1.153, 1.350], [2.477, -0.019, -0.601], [0.940, 0.395, -2.583], [-1.057, 2.589, -1.523], [0.592, 2.320, -1.854], [-1.615, 0.141, 0.863], [0.907, -1.391, 0.719], [-2.449, 0.521, -0.859], [0.051, 2.875, -0.217], [-0.946, -1.786, 4.318], [2.701, 0.360, 1.312], [-1.574, -0.921, -0.596], [-0.791, 0.211, -2.734]], "lowdin_charge": [0.633, 0.163, -0.080, -0.543, -0.054, -0.240, -0.010, -0.103, -0.220, -0.563, 0.053, 0.118, 0.088, 0.076, 0.029, 0.085, 0.065, -0.009, 0.116, 0.109, 0.069, 0.085, 0.018, 0.114]}